[1]
A molecular structure, C5H8O at a distorted geometry, computed with ωB97M-V/def2-TZVPD.

Cartesian coordinates (Å):
C -1.02993 -0.17638 0.78938
C 0.31229 -0.93369 0.65849
C 0.94375 -0.38750 -0.50576
C 0.65920 1.00674 -0.40317
C -0.75559 0.51756 -0.65374
H -1.29995 0.63607 1.44544
H -1.83441 -0.81044 0.53098
H 1.02360 -0.82883 1.47175
H 0.01500 -1.94078 0.25785
H 2.01027 -0.78286 -0.56424
H 0.95519 1.83354 -1.03865
H 0.70509 1.27704 0.82639
H -1.51687 1.12834 -1.37839
O -0.18763 -0.53882 -1.43633

Forces on the atoms, in the same order (eV/Å):
C 0.1 1.2 -3.8
C -1.3 -2.4 2.5
C 2.3 -1.1 -1.9
C -1.0 4.8 4.4
C -1.7 1.4 -1.2
H 0.4 -0.3 0.8
H -1.1 -0.9 0.7
H -0.3 -0.8 0.6
H 0.7 0.2 1.6
H -1.5 0.2 -1.2
H 0.6 -0.4 -0.2
H 0.5 0.4 -3.4
H 1.5 -1.4 2.4
O 0.8 -1.0 -1.5

Its HOMO-LUMO gap is 10.632 eV. The molecular weight is 84.12 g/mol. The maximum force is 6.58 eV/A.

Charges computed using Löwdin, reported in e: number 1, C, carries -0.08; number 2, C, carries -0.19; number 3, C, carries -0.38; number 4, C, carries -0.11; number 5, C, carries -0.28; number 6, H, carries 0.10; number 7, H, carries 0.08; number 8, H, carries 0.12; number 9, H, carries 0.15; number 10, H, carries 0.18; number 11, H, carries 0.11; number 12, H, carries 0.18; number 13, H, carries 0.19; number 14, O, carries -0.07



[2]
C5H8O in the gas phase at a distorted geometry, computed with ωB97M-V/def2-TZVPD.

Cartesian coordinates (Å):
C -1.49068 0.00910 0.06927
C -0.67128 -0.42024 -1.11747
C 0.59448 -0.74950 -0.42708
C 1.58000 0.42149 -0.16878
C 0.62472 -0.01581 0.86358
O -0.51468 0.80215 0.82500
H -2.50098 0.62738 -0.10623
H -1.61581 -0.96640 0.85951
H -0.52240 0.42308 -1.85959
H -1.10019 -1.30251 -1.62376
H 1.10253 -1.68216 -0.53948
H 1.48963 1.38790 -0.65106
H 2.61607 0.05724 0.11266
H 0.82511 -0.43199 1.89083

Forces on the atoms, in the same order (eV/Å):
C -1.4 -0.3 2.9
C -0.9 0.1 -1.4
C 2.4 0.6 -0.1
C 2.0 -1.6 0.8
C -0.8 0.5 1.2
O -1.6 0.1 -0.1
H 2.4 -1.5 0.5
H -0.5 2.3 -2.5
H -0.4 -0.9 0.7
H 0.1 0.4 0.1
H -0.1 -0.6 -0.1
H -0.1 -0.2 0.2
H -1.1 0.7 -0.9
H 0.2 0.4 -1.3

Its HOMO-LUMO gap is 10.633 eV. The molecular weight is 84.12 g/mol. Its SMILES is C1C[C@H]2C[C@H]2O1. The maximum force is 3.44 eV/A.

Charges computed using Löwdin, reported in e: number 1, C, carries -0.18; number 2, C, carries -0.18; number 3, C, carries -0.24; number 4, C, carries -0.04; number 5, C, carries -0.34; number 6, O, carries -0.14; number 7, H, carries 0.16; number 8, H, carries 0.18; number 9, H, carries 0.14; number 10, H, carries 0.12; number 11, H, carries 0.13; number 12, H, carries 0.11; number 13, H, carries 0.12; number 14, H, carries 0.17



[3]
C5H8O in the gas phase, computed with ωB97M-V/def2-TZVPD.

Cartesian coordinates (Å):
C 1.64019 0.64908 0.61242
C 0.50016 1.19902 -0.13175
C -0.42442 -1.14865 -1.04578
C -1.35101 -0.38991 -0.11495
O -0.98577 -0.31152 1.25189
C -0.80826 0.86384 0.43280
H 1.45517 -0.13169 1.36105
H 1.88708 1.58986 1.14561
H 2.52455 0.43496 0.00313
H 0.35763 -0.46801 -1.41704
H 0.04709 -1.98844 -0.53133
H -0.94222 -1.50564 -1.93711
H -2.42646 -0.49182 -0.27563
H -1.47373 1.69893 0.64667

Forces on the atoms, in the same order (eV/Å):
C 0.0 -0.1 -0.1
C 0.0 0.2 0.4
C 0.1 0.0 -0.2
C -0.1 0.0 -0.2
O 0.1 -0.1 0.2
C 0.1 0.3 -0.1
H 0.0 0.1 -0.2
H 0.1 0.0 0.1
H -0.2 0.1 0.0
H -0.1 -0.4 0.0
H -0.1 0.0 -0.1
H -0.1 -0.1 0.1
H 0.2 0.1 0.0
H 0.0 -0.1 0.0

Its HOMO-LUMO gap is 8.609 eV. The molecular weight is 84.12 g/mol. The maximum force is 0.42 eV/A.

Charges computed using Löwdin, reported in e: number 1, C, carries -0.14; number 2, C, carries 0.03; number 3, C, carries -0.03; number 4, C, carries -0.30; number 5, O, carries -0.04; number 6, C, carries -0.32; number 7, H, carries 0.08; number 8, H, carries 0.11; number 9, H, carries 0.08; number 10, H, carries 0.06; number 11, H, carries 0.09; number 12, H, carries 0.08; number 13, H, carries 0.14; number 14, H, carries 0.14



[4]
2 unconnected molecules or ions with the total composition C5H8O at a distorted geometry, computed with ωB97M-V/def2-TZVPD.

Cartesian coordinates (Å):
C 1.18851 -1.71953 -1.14737
C 1.29616 -1.61290 0.17332
C -0.41230 0.23107 1.24542
C -0.23030 1.55551 0.56542
C -1.53472 1.25153 -0.15919
O -1.66658 0.13875 0.76383
H 0.44394 -2.36581 -1.60578
H 1.84691 -1.17590 -1.82082
H 2.03215 -0.96395 0.64154
H 0.63865 -2.14433 0.85354
H 0.65245 2.05671 0.16634
H -0.43870 1.92658 1.60478
H -2.35775 1.96709 -0.09959
H -1.45842 0.85519 -1.18144

Forces on the atoms, in the same order (eV/Å):
C 0.0 0.0 0.1
C 0.0 -0.1 -0.2
C -0.2 -0.6 -0.2
C 0.1 0.2 0.5
C -0.1 0.3 0.1
O 0.1 -0.4 0.0
H 0.1 0.1 0.1
H -0.1 -0.1 0.1
H -0.1 -0.1 -0.1
H 0.1 0.0 -0.1
H -0.1 -0.5 0.1
H -0.2 1.1 -0.7
H 0.0 -0.1 0.1
H 0.2 0.2 0.3

Its HOMO-LUMO gap is 9.570 eV. The molecular weight is 84.12 g/mol. The maximum force is 1.28 eV/A.

Charges computed using Löwdin, reported in e: number 1, C, carries -0.08; number 2, C, carries -0.13; number 3, C, carries -0.05; number 4, C, carries -0.16; number 5, C, carries -0.15; number 6, O, carries -0.09; number 7, H, carries 0.05; number 8, H, carries 0.04; number 9, H, carries 0.05; number 10, H, carries 0.05; number 11, H, carries 0.11; number 12, H, carries 0.13; number 13, H, carries 0.11; number 14, H, carries 0.12



[5]
C5H8O in the gas phase, computed with ωB97M-V/def2-TZVPD.

Cartesian coordinates (Å):
O -0.81278 1.66678 -0.46008
C -0.76026 0.61020 0.47678
C -1.16535 -0.67113 -0.24629
C 0.32294 -1.08041 -0.33176
C 1.40086 -0.01335 -0.54125
C 0.62831 -0.00494 0.71937
H -0.23168 2.37758 -0.16620
H -1.31039 0.85639 1.39072
H -1.84745 -0.55419 -1.09498
H -1.62935 -1.34863 0.48438
H 0.58513 -2.13376 -0.28646
H 1.31599 0.80153 -1.25554
H 2.43447 -0.33525 -0.38413
H 1.06954 -0.17081 1.69542

Forces on the atoms, in the same order (eV/Å):
O 0.1 0.4 0.2
C -0.2 -0.1 0.3
C -0.1 0.0 -0.1
C 0.2 -0.2 0.3
C -0.1 -0.1 -0.3
C 0.0 0.1 0.3
H -0.1 0.0 0.0
H 0.0 0.0 -0.1
H 0.4 -0.1 -0.1
H 0.1 0.1 -0.3
H 0.2 0.2 0.0
H -0.2 -0.2 0.1
H -0.4 -0.3 -0.3
H 0.0 0.2 -0.1

Its HOMO-LUMO gap is 10.473 eV. The molecular weight is 84.12 g/mol. Its SMILES is O[C@H]1C[C@H]2C[C@H]21. The maximum force is 0.60 eV/A.

Charges computed using Löwdin, reported in e: number 1, O, carries -0.03; number 2, C, carries -0.35; number 3, C, carries -0.10; number 4, C, carries -0.17; number 5, C, carries -0.08; number 6, C, carries -0.19; number 7, H, carries 0.10; number 8, H, carries 0.14; number 9, H, carries 0.11; number 10, H, carries 0.12; number 11, H, carries 0.12; number 12, H, carries 0.10; number 13, H, carries 0.11; number 14, H, carries 0.13



[6]
C5H8O in the gas phase at a distorted geometry, computed with ωB97M-V/def2-TZVPD.

Cartesian coordinates (Å):
C -1.62979 -1.65435 -1.09963
C -1.37562 -0.75295 -0.15302
C 0.02692 -0.49959 0.25234
C 0.61966 0.68382 0.13308
C 1.96212 1.01686 0.70298
O -0.12604 1.81881 -0.10370
H -0.85786 -2.30593 -1.50272
H -2.56991 -1.67728 -1.62427
H -2.26282 -0.47467 0.41215
H 0.45197 -1.28099 0.87780
H 1.75976 1.84399 1.40505
H 2.63255 1.40247 -0.06171
H 2.21121 0.29796 1.47800
H -0.84215 1.58186 -0.71635

Forces on the atoms, in the same order (eV/Å):
C 0.4 0.2 -0.7
C -0.1 -1.2 -0.1
C -0.6 -0.4 0.8
C -0.5 0.1 1.9
C -1.4 1.1 1.0
O 0.3 -0.1 -1.5
H 0.2 0.5 -0.3
H -0.6 -0.5 0.5
H 0.2 1.2 -0.1
H 0.6 0.0 -0.6
H 0.0 0.4 -0.6
H 0.5 -0.6 0.3
H 1.0 -0.7 -0.9
H 0.0 0.2 0.3

Its HOMO-LUMO gap is 9.652 eV. The molecular weight is 84.12 g/mol. Its SMILES is C=C/C=C(/C)O. The maximum force is 2.09 eV/A.

Charges computed using Löwdin, reported in e: number 1, C, carries 0.00; number 2, C, carries -0.19; number 3, C, carries -0.10; number 4, C, carries -0.39; number 5, C, carries -0.03; number 6, O, carries 0.02; number 7, H, carries 0.06; number 8, H, carries 0.05; number 9, H, carries 0.11; number 10, H, carries 0.12; number 11, H, carries 0.09; number 12, H, carries 0.09; number 13, H, carries 0.08; number 14, H, carries 0.10